*A*
The following is a quantum chemistry calculation of a gas-phase ion, C4H8NOS (charge -1), from the Open Molecules 2025 dataset.

Geometry (Å):
S: 1.275 2.620 2.184
O: -1.846 -1.568 -1.386
N: -0.793 -0.147 0.028
C: 0.512 -1.773 -1.209
C: -0.825 -1.143 -0.872
C: -0.089 1.871 1.241
C: 0.370 0.605 0.550
H: -0.915 1.630 1.924
H: 0.863 -0.007 1.289
H: 1.291 -1.788 -0.440
H: 0.312 -2.777 -1.568
H: -0.528 2.549 0.500
H: 1.081 0.775 -0.255
H: -1.647 0.388 0.081
H: 0.937 -1.234 -2.068

Charge: -1
LUMO: 3.5 eV
2S+1: 1

*B*
The following is a quantum chemistry calculation of a gas-phase ion, C4H8NOS (charge -1), from the Open Molecules 2025 dataset.

Geometry (Å):
S: -1.326 2.754 0.664
O: -0.382 -3.064 -0.485
N: 0.334 -1.223 0.486
C: 0.337 0.384 0.588
C: -1.286 0.892 0.431
C: -0.513 -1.819 -0.394
C: 1.218 0.750 -0.612
H: 0.714 0.412 -1.500
H: 0.605 0.836 1.542
H: -1.768 0.403 1.195
H: 1.023 -1.801 1.011
H: 1.457 1.741 -0.650
H: 2.205 0.243 -0.509
H: -1.815 0.647 -0.523
H: -0.802 -1.155 -1.245

Charge: -1
LUMO: 3.8 eV
2S+1: 1

What should be chosen as the least stable of them? Choose *B*.

*A*
The following is a quantum chemistry calculation of a single C20H23N3O3 molecule, from the Open Molecules 2025 dataset.

Geometry (Å):
O: 3.062 3.888 -1.314
O: 4.418 1.699 -0.715
O: -0.830 2.351 0.293
N: -0.718 0.166 0.847
N: 2.643 0.311 -0.784
N: -4.983 0.895 -0.388
C: 1.801 -4.700 -0.419
C: 1.617 -2.342 -0.914
C: -4.896 1.301 1.970
C: -2.713 1.659 3.189
C: 3.603 -3.212 0.122
C: 1.082 -3.628 -0.919
C: 3.226 1.550 -0.882
C: -5.577 1.052 0.791
C: 1.205 0.112 -0.714
C: -3.654 0.978 -0.433
C: -1.396 1.313 0.594
C: 0.728 0.116 0.746
C: 2.888 -2.131 -0.389
C: 3.527 -0.767 -0.353
C: -2.889 1.207 0.712
C: -3.007 0.846 -1.783
C: 3.071 -4.489 0.104
C: 0.838 -1.171 -1.450
C: -3.510 1.383 1.946
C: 2.300 2.708 -1.236
H: 1.374 -5.694 -0.433
H: -1.994 2.462 3.018
H: -2.661 1.821 -2.131
H: -3.364 1.946 4.012
H: 1.818 2.482 -2.197
H: 4.407 -0.753 -0.998
H: 1.079 -0.776 1.265
H: 3.641 -5.318 0.502
H: -1.241 -0.663 1.073
H: 0.088 -3.784 -1.322
H: 1.507 2.783 -0.485
H: 3.903 -0.565 0.657
H: 1.143 0.991 1.247
H: 2.463 4.633 -1.221
H: -6.659 0.981 0.792
H: 0.717 0.945 -1.214
H: -2.138 0.186 -1.751
H: -5.440 1.433 2.896
H: -3.731 0.454 -2.493
H: -0.234 -1.360 -1.359
H: 1.047 -1.031 -2.514
H: -2.149 0.777 3.497
H: 4.590 -3.043 0.536

LUMO: 0.4 eV
2S+1: 1

*B*
The following is a quantum chemistry calculation of a single C20H23N3O3 molecule, from the Open Molecules 2025 dataset.

Geometry (Å):
O: -1.994 0.576 1.906
O: 3.479 0.614 0.145
O: 0.975 3.018 -0.584
N: -2.570 1.381 -0.822
N: -1.462 1.631 -0.049
N: 1.229 1.497 1.063
C: -3.077 0.223 -0.940
C: -7.560 -1.051 0.805
C: 1.616 2.128 -0.051
C: -6.144 -1.484 -1.081
C: -5.478 -0.285 -0.873
C: -1.253 1.262 1.230
C: 4.716 0.118 -0.184
C: 2.947 1.661 -0.629
C: 6.720 -0.041 -1.479
C: -4.335 0.143 -1.758
C: 0.042 1.868 1.802
C: -7.182 -1.864 -0.248
C: 5.197 -0.887 0.654
C: 5.481 0.542 -1.260
C: 6.432 -1.468 0.434
C: 7.195 -1.033 -0.647
C: 6.952 -2.543 1.339
C: -6.897 0.146 1.022
C: -2.569 -1.053 -0.353
C: -5.862 0.526 0.188
H: -0.878 2.373 -0.436
H: 1.800 0.735 1.397
H: -7.695 -2.799 -0.422
H: 0.143 1.536 2.835
H: 7.315 0.291 -2.317
H: 5.134 1.314 -1.928
H: -7.186 0.783 1.845
H: -1.486 -1.113 -0.475
H: 7.860 -2.208 1.838
H: -8.369 -1.348 1.457
H: -4.199 -0.577 -2.568
H: -2.771 -1.071 0.720
H: -5.855 -2.124 -1.903
H: 2.772 1.345 -1.667
H: 8.162 -1.477 -0.830
H: 3.621 2.529 -0.647
H: -4.536 1.127 -2.185
H: -5.338 1.455 0.357
H: 4.581 -1.200 1.483
H: -3.041 -1.912 -0.821
H: 6.218 -2.807 2.095
H: -0.052 2.959 1.775
H: 7.199 -3.435 0.765

LUMO: 0.6 eV
2S+1: 1

*C*
The following is a quantum chemistry calculation of a single C20H23N3O3 molecule, from the Open Molecules 2025 dataset.

Geometry (Å):
O: 1.741 4.055 4.827
O: -0.394 -1.608 2.452
O: -2.681 -1.981 0.730
N: 2.250 3.276 2.744
N: -1.870 -0.421 -3.809
N: -1.223 -1.839 -2.212
C: 0.812 1.554 3.740
C: -0.375 -2.419 1.302
C: 3.147 5.391 3.410
C: -3.685 -1.636 -2.666
C: -0.502 -0.374 -3.717
C: -0.075 -1.259 -2.700
C: -4.069 -2.908 -3.427
C: 0.174 0.340 3.613
C: 1.685 1.300 1.522
C: 0.281 -0.413 2.444
C: 2.300 4.184 3.763
C: -2.265 -1.273 -2.910
C: 2.171 -0.648 -3.093
C: 1.579 2.051 2.687
C: 1.758 0.227 -4.098
C: 1.045 0.080 1.393
C: -1.362 -1.898 0.244
C: 0.427 0.376 -4.428
C: 1.264 -1.406 -2.378
C: -1.287 -2.703 -1.070
H: -0.404 -3.346 -1.074
H: -3.463 -3.755 -3.111
H: -5.115 -3.147 -3.250
H: -0.419 -0.054 4.423
H: -0.704 -3.406 1.641
H: -2.177 -3.331 -1.127
H: 2.272 1.669 0.693
H: 4.169 5.085 3.199
H: 1.158 -0.459 0.466
H: 1.594 -2.090 -1.608
H: 3.147 6.082 4.247
H: -3.921 -2.760 -4.494
H: -3.853 -1.770 -1.595
H: 0.105 1.049 -5.207
H: 2.763 3.508 1.904
H: 3.224 -0.734 -2.869
H: -4.301 -0.808 -3.018
H: 2.505 0.798 -4.630
H: 2.742 5.892 2.533
H: 0.721 2.125 4.648
H: -2.690 -1.643 1.635
H: 0.637 -2.503 0.891
H: -1.118 -0.844 0.030

LUMO: 0.6 eV
2S+1: 1

What should be chosen as the least stable of them? Choose *B*.

*A*
The following is a quantum chemistry calculation of 2 unconnected molecules or ions with the total composition C3H10N, from the Open Molecules 2025 dataset.

Geometry (Å):
N: 0.241 0.205 0.899
C: 0.116 0.081 -0.529
C: 0.306 -1.049 1.632
C: 0.061 1.467 -1.151
H: 0.006 1.402 -2.232
H: -0.866 -0.439 -0.806
H: 0.914 -0.634 -0.904
H: 1.294 -1.531 1.487
H: 0.277 -0.745 2.680
H: -1.338 -1.748 -2.077
H: -0.833 1.999 -0.794
H: -0.510 -1.796 1.461
H: 0.935 2.122 -0.871
H: -0.603 0.668 1.205

Charge: +1
LUMO: -9.6 eV
2S+1: 1

*B*
The following is a quantum chemistry calculation of 2 unconnected molecules or ions with the total composition C3H10N, from the Open Molecules 2025 dataset.

Geometry (Å):
N: -1.061 -1.726 -0.423
C: 1.274 2.551 1.137
C: -1.091 -0.509 -1.305
C: 0.004 -2.326 -0.056
H: 0.905 -2.241 -0.650
H: 2.127 2.974 1.662
H: -1.288 -0.887 -2.302
H: -0.031 -2.899 0.864
H: -0.171 0.033 -1.122
H: 1.629 2.374 0.125
H: 0.316 3.016 1.316
H: -1.919 0.076 -0.907
H: 1.208 1.533 1.571
H: -1.901 -1.971 0.090

Charge: +1
LUMO: -5.6 eV
2S+1: 1

What should be chosen as the least stable of them? Choose *A*.

*A*
The following is a quantum chemistry calculation of 11 unconnected molecules or ions with the total composition H21O11, from the Open Molecules 2025 dataset.

Geometry (Å):
O: -2.200 -3.631 0.648
O: -1.688 -2.564 -1.965
O: 3.138 -0.702 0.100
O: 1.751 -2.790 -2.956
O: -0.474 0.760 3.569
O: 1.021 0.543 -1.824
O: 1.174 1.179 0.515
O: -1.948 3.756 -1.357
O: -1.316 0.779 -0.634
O: -3.156 0.435 2.383
O: 3.367 2.061 1.737
H: -1.928 3.736 -0.396
H: 1.520 1.087 -2.441
H: 0.450 0.602 3.333
H: -1.544 -0.136 -0.635
H: 2.597 1.596 1.331
H: -3.442 1.145 2.956
H: -0.787 -2.513 -1.720
H: 0.327 1.469 0.837
H: 1.221 -2.108 -2.537
H: -1.910 2.802 -1.523
H: 4.141 1.505 1.633
H: 2.225 -0.364 0.253
H: -0.636 1.463 2.960
H: -2.744 -3.214 -0.025
H: -1.803 -1.616 -2.133
H: -1.494 -4.049 0.158
H: -2.542 -0.160 2.822
H: 2.576 -2.886 -2.478
H: 3.408 -0.109 -0.607
H: -0.496 0.891 -1.183
H: 1.192 1.034 -0.819

Charge: -1
LUMO: 2.9 eV
2S+1: 1

*B*
The following is a quantum chemistry calculation of 11 unconnected molecules or ions with the total composition H21O11, from the Open Molecules 2025 dataset.

Geometry (Å):
O: -0.883 -2.233 1.086
O: -1.438 2.858 1.647
O: 0.948 -2.662 -2.370
O: 0.332 0.161 -0.007
O: -2.230 0.777 -0.194
O: 0.354 1.108 -2.571
O: 1.279 2.560 0.920
O: -0.965 0.423 2.973
O: -1.696 -1.876 -1.543
O: 2.688 -0.634 -1.237
O: 2.348 -0.107 1.672
H: 3.441 -0.482 -0.626
H: -1.286 0.681 -0.224
H: 0.485 0.929 -1.620
H: -0.600 -1.289 0.913
H: 1.485 -1.882 -2.272
H: 1.769 2.935 0.227
H: -2.586 0.490 -1.006
H: -0.429 1.687 -2.680
H: 2.243 -1.030 1.919
H: 0.088 -0.636 -0.465
H: -2.208 -1.808 -0.738
H: 0.046 -2.558 -2.064
H: -0.604 2.959 1.265
H: -1.632 2.009 1.260
H: -1.799 -2.255 1.417
H: 1.869 -0.239 -0.875
H: -2.316 -1.568 -2.196
H: 1.570 -0.035 1.063
H: 1.078 1.660 0.693
H: -0.405 0.505 2.290
H: -0.932 -0.435 3.335

Charge: -1
LUMO: 2.7 eV
2S+1: 1

What should be chosen as the least stable of them? Choose *A*.

*A*
The following is a quantum chemistry calculation of a single C3H5NS molecule, from the Open Molecules 2025 dataset.

Geometry (Å):
S: 2.168 -0.165 -0.031
N: -0.425 -0.252 0.060
C: 0.689 0.531 0.047
C: -2.894 -0.290 -0.040
C: -1.723 0.346 -0.019
H: 0.504 1.649 0.056
H: -3.810 0.382 -0.099
H: -2.958 -1.336 0.064
H: -0.233 -1.217 0.111
H: -1.649 1.406 0.009

LUMO: 0.4 eV
2S+1: 1

*B*
The following is a quantum chemistry calculation of 2 unconnected molecules or ions with the total composition C3H5NS, from the Open Molecules 2025 dataset.

Geometry (Å):
S: -0.803 -2.402 -0.094
N: -0.051 -1.052 0.461
C: -0.081 1.072 -1.645
C: -0.667 1.990 -1.155
C: 0.649 -0.864 1.537
H: 0.769 -1.671 2.235
H: 0.394 0.298 -2.181
H: 1.141 0.075 1.715
H: -0.161 -0.236 -0.156
H: -1.190 2.789 -0.718

LUMO (alpha / beta): 0.3 / 0.3 eV
2S+1: 1

What should be chosen as the least stable of them? Choose *B*.